ORCA calculation (ωB97M-V/def2-TZVPD) on 2 unconnected molecules or ions with the total composition CHBrClNO2 at a distorted geometry.

```
! wB97M-V def2-TZVPD RIJCOSX def2/J DEFGRID3
* xyz 0 1
C 0.63 1.25 0.31
N -0.48 -1.75 -0.56
O -0.89 -1.94 0.55
O -0.64 -2.18 -1.65
Cl 0.44 0.72 1.88
Br -0.69 2.15 -0.51
H 1.62 1.75 -0.03
*
```

## Properties
Lowest unoccupied orbital energy (alpha / beta), eV: -0.618 / -1.354
Gap between HOMO and LUMO (alpha / beta), eV: 9.62 / 7.15
HOMO level (alpha / beta), hartree: -0.376 / -0.312

Results of the Löwdin charge analysis, in e, for atoms 1 through 4:
1. C -1.244
2. N -0.206
3. O 0.072
4. O 0.111